No. 1
Molecular formula: C18H15F3N2O
Method: DFT, ωB97M-V/def2-TZVPD

Element x y z (Å)
C (-2.40815, 3.02518, 2.21822)
N (-1.39353, 2.31513, 1.46403)
C (-0.33000, 1.66901, 2.00923)
C (0.49630, 1.15754, 0.97136)
C (1.76696, 0.59305, 1.13135)
C (2.37626, -0.33739, 0.22511)
C (1.61224, -1.15225, -0.66037)
C (2.22685, -1.91387, -1.65081)
C (3.61947, -1.88259, -1.80713)
C (4.39433, -1.16854, -0.88232)
C (3.79281, -0.47254, 0.16198)
C (-0.19150, 1.49220, -0.28389)
C (0.14120, 1.41582, -1.62722)
C (-0.70024, 2.02255, -2.57514)
C (-1.83430, 2.75475, -2.19335)
C (-2.18302, 2.85140, -0.83940)
C (-1.35865, 2.21063, 0.07172)
H (-3.04400, 3.57777, 1.52100)
H (-3.03374, 2.32227, 2.78789)
H (-1.94280, 3.72680, 2.92705)
H (-0.16776, 1.64271, 3.08499)
H (2.29729, 0.84367, 2.05421)
H (0.52455, -1.16162, -0.56616)
H (1.61720, -2.51459, -2.32760)
H (4.09513, -2.41650, -2.63284)
H (5.48080, -1.15710, -0.98134)
H (4.39729, 0.02902, 0.92192)
H (1.05575, 0.90526, -1.91793)
H (-0.46001, 1.93303, -3.63267)
H (-2.45443, 3.24300, -2.94429)
H (-3.06306, 3.39242, -0.49917)
H (3.66742, 1.99354, 1.45001)
N (3.93147, 2.97470, 1.40141)
C (3.76761, 3.61807, 2.53660)
C (4.39227, 5.08363, 2.25101)
F (5.71404, 4.99356, 1.90078)
F (3.72267, 5.69495, 1.22232)
F (4.31003, 5.89285, 3.33820)
O (3.28310, 3.36807, 3.64509)

Atoms 1-2, force components in eV/Å:
-0.386 0.099 0.499
1.121 -1.179 1.070

Calculated values
- LUMO energy: -0.0955 Ha
- HOMO: -7.18 eV

---

No. 2
Molecular formula: C18H15F6IMgN2O3
Method: DFT, ωB97M-V/def2-TZVPD

Element x y z (Å)
Mg (0.59443, -0.36243, -1.29156)
C (-3.47977, -1.27643, -2.70566)
C (-3.20867, -1.29043, -1.23566)
N (-4.22277, -1.27883, -0.41476)
C (-4.00717, -1.27063, 0.90344)
C (-2.75937, -1.29543, 1.47704)
C (-2.63237, -1.20833, 2.97894)
O (-1.65347, -0.28703, 3.41374)
C (-1.62027, -1.30343, 0.62334)
C (-0.30997, -1.36903, 1.16974)
N (0.77053, -1.14743, 0.49434)
C (2.03493, -1.21623, 1.04294)
C (2.31523, -0.99433, 2.39954)
C (3.61083, -1.02343, 2.87564)
C (4.67423, -1.24713, 2.01564)
C (4.43143, -1.46703, 0.67094)
C (3.12963, -1.45013, 0.20234)
I (2.83703, -1.86003, -1.87366)
C (-1.84387, -1.27963, -0.78706)
O (-0.90097, -1.26733, -1.64916)
H (-4.54717, -1.15973, -2.87256)
H (-3.13287, -2.20943, -3.15216)
H (-2.92227, -0.46893, -3.18366)
H (-4.90007, -1.22273, 1.51394)
H (-2.33947, -2.17663, 3.40134)
H (-3.61517, -0.94103, 3.39124)
H (-1.86077, 0.57387, 3.03174)
H (-0.23177, -1.64803, 2.22164)
H (1.51163, -0.77673, 3.08894)
H (3.79913, -0.86103, 3.92564)
H (5.68783, -1.25563, 2.38144)
H (5.24273, -1.64653, -0.01696)
C (-0.47527, 2.98407, -2.60456)
C (0.69943, 2.28447, -1.90376)
O (0.91453, 1.02957, -2.30326)
C (2.00043, 3.09047, -2.15186)
F (3.04113, 2.57057, -1.48106)
F (1.90963, 4.38157, -1.78596)
F (2.33033, 3.07287, -3.44346)
C (0.42493, 2.26007, -0.38846)
F (1.40903, 1.63887, 0.29084)
F (-0.68327, 1.52087, -0.13526)
F (0.23513, 3.44257, 0.19564)
H (-0.35297, 2.85837, -3.67716)
H (-0.49727, 4.04067, -2.35406)
H (-1.40737, 2.51217, -2.29816)

Atoms 1-2, force components in eV/Å:
0.716 -0.728 0.000
0.169 0.001 0.039

Calculated values
- LUMO energy: -0.0284 Ha
- HOMO: -8.21 eV

---

No. 3
Molecular formula: C18H15F6N4O6RuS2
Method: DFT, ωB97M-V/def2-TZVPD

Element x y z (Å)
Ru (-0.22103, 0.48146, 0.88511)
C (0.92617, -3.18662, -1.40457)
C (0.97844, -1.94840, -0.56264)
N (0.34995, -0.80837, -0.93519)
N (-0.38787, -0.82402, -2.03324)
C (-0.89985, 0.25137, -2.51133)
O (-0.56909, 1.50908, -1.96365)
C (-1.77692, 0.25665, -3.66408)
C (-1.95257, -0.90695, -4.42457)
C (-2.82946, -0.91660, -5.49076)
C (-3.54767, 0.22726, -5.82007)
C (-3.36832, 1.38740, -5.08244)
C (-2.48496, 1.41034, -4.01687)
C (1.70030, -1.90273, 0.65098)
C (2.48324, -2.98056, 1.12016)
C (3.13522, -2.87712, 2.32221)
C (3.03105, -1.69845, 3.06884)
C (2.26812, -0.66998, 2.55335)
N (1.62861, -0.75348, 1.38629)
H (0.27967, -3.01241, -2.25740)
H (0.53901, -4.02959, -0.82880)
H (1.92324, -3.45052, -1.76722)
H (-1.39368, -1.79177, -4.15578)
H (-2.95681, -1.81794, -6.07634)
H (-4.24873, 0.21528, -6.64457)
H (-3.92279, 2.28122, -5.33861)
H (-2.34750, 2.31777, -3.44456)
H (2.55526, -3.87884, 0.52352)
H (3.73476, -3.69972, 2.69006)
H (3.51672, -1.59326, 4.02759)
H (2.17974, 0.26760, 3.08594)
F (-4.05353, -2.18708, 2.09786)
C (-3.73965, -1.05576, 2.71212)
F (-4.31082, -1.03372, 3.91211)
F (-4.17726, -0.02908, 1.99059)
S (-1.89050, -0.94637, 2.93780)
O (-1.31503, -1.52470, 1.73663)
O (-1.57010, -1.55697, 4.18063)
N (-1.74103, 0.63883, 2.88342)
S (-0.66177, 1.45452, 3.70038)
O (0.41845, 1.85295, 2.80274)
O (-0.30377, 0.96747, 4.98473)
C (-1.64365, 3.01311, 3.91650)
F (-0.91252, 3.93970, 4.51809)
F (-2.00355, 3.45913, 2.70545)
F (-2.72624, 2.77033, 4.63922)
C (-0.46140, 3.13645, -0.25720)
C (-1.05109, 1.82877, -0.75310)
O (-2.02294, 1.25573, -0.24340)
H (-1.22551, 3.68409, 0.28571)
H (-0.08817, 3.70889, -1.10158)
H (0.38218, 2.95468, 0.41934)

Atoms 1-2, force components in eV/Å:
0.977 -0.969 -0.221
0.116 0.171 0.102

Calculated values
- Spin multiplicity: 6
- LUMO energy (alpha / beta): 0.0139 / -0.0610 Ha
- HOMO (alpha / beta): -5.99 / -8.32 eV
- <S²>: 8.80

---

No. 4
Molecular formula: C18H15FN3O4STi
Method: DFT, ωB97M-V/def2-TZVPD

Element x y z (Å)
Ti (-0.46285, 0.60975, 0.69970)
O (0.70098, -2.02225, 3.57126)
C (0.20864, -1.48025, 2.58790)
O (0.18283, -0.17051, 2.39177)
C (-0.35459, -2.17764, 1.42269)
C (-0.47127, -3.52999, 1.22819)
C (-0.92661, -4.03436, 0.00429)
C (-1.26967, -3.11410, -0.99763)
C (-1.15174, -1.76815, -0.77663)
N (-0.69549, -1.27039, 0.43160)
C (-1.38902, -0.67597, -1.73369)
O (-1.74070, -0.82797, -2.89920)
O (-1.11294, 0.48981, -1.18227)
H (-0.18303, -4.18334, 2.04318)
H (-1.03007, -5.09859, -0.15626)
H (-1.62120, -3.43411, -1.97136)
F (0.81062, 5.85951, -0.21127)
C (0.03423, 4.82515, 0.20885)
C (0.35759, 4.15770, 1.35869)
C (-0.45548, 3.09637, 1.76759)
C (-1.61907, 2.72592, 1.06198)
C (-2.32987, 1.51015, 1.41840)
C (-1.86302, 3.42185, -0.14775)
C (-1.06265, 4.46112, -0.56249)
H (1.23750, 4.43764, 1.92224)
H (-0.20811, 2.57149, 2.68639)
H (-3.25158, 1.31717, 0.87995)
H (-2.38952, 1.30368, 2.48477)
H (-2.69971, 3.11164, -0.76057)
H (-1.26174, 4.98952, -1.48578)
C (1.59213, -0.32164, -2.78918)
N (1.88477, -1.00778, -1.54341)
C (2.12791, -2.36750, -1.41936)
C (2.44055, -2.60894, -0.13356)
N (2.40191, -1.39487, 0.52159)
C (2.01658, -0.41082, -0.33094)
S (1.87241, 1.25309, 0.04074)
H (2.37116, -0.55322, -3.51731)
H (1.58175, 0.74558, -2.58697)
H (0.61655, -0.61538, -3.17446)
H (2.01304, -3.04054, -2.24900)
H (2.63835, -3.53107, 0.37980)
H (2.46047, -1.24777, 1.51750)

Atoms 1-2, force components in eV/Å:
0.008 0.011 -0.224
-0.004 -0.005 -0.004

Calculated values
- Energy above the lowest of the compared OMol25 structures with the same formula, charge and spin: 0.0 kJ/mol
- LUMO energy (alpha / beta): 0.1049 / 0.1049 Ha
- HOMO (alpha / beta): -2.26 / -2.27 eV
- Net charge: -1

---

No. 5
Molecular formula: C18H15MnN2O2
Method: DFT, ωB97M-V/def2-TZVPD

Element x y z (Å)
Mn (-0.17910, -0.14029, 0.00020)
C (4.04871, 0.29760, 0.00016)
C (2.63431, 0.73238, 0.00010)
O (1.74536, -0.16098, 0.00019)
C (2.27279, 2.15167, 0.00000)
C (3.24018, 3.12804, -0.00010)
C (2.89269, 4.50860, -0.00020)
C (1.55043, 4.91255, -0.00012)
C (0.55783, 3.97096, 0.00000)
C (0.88954, 2.56984, 0.00008)
O (-0.07469, 1.72504, 0.00009)
H (4.11414, -0.78586, 0.00023)
H (4.56314, 0.69327, 0.88078)
H (4.56318, 0.69314, -0.88051)
H (4.29043, 2.86685, -0.00008)
H (3.68271, 5.24952, -0.00029)
H (1.30435, 5.96661, -0.00014)
H (-0.48882, 4.24678, 0.00002)
C (-4.32082, 0.53032, 0.00004)
C (-4.82656, -0.76235, -0.00003)
C (-3.95339, -1.84503, -0.00004)
C (-2.59611, -1.61224, 0.00002)
N (-2.11113, -0.34329, 0.00010)
C (-2.95481, 0.70979, 0.00009)
C (-1.54153, -2.63513, 0.00000)
C (-1.75146, -3.99517, -0.00008)
C (-0.65351, -4.84998, -0.00012)
C (0.62510, -4.31469, -0.00008)
C (0.77694, -2.94347, 0.00000)
N (-0.28401, -2.11511, 0.00005)
H (-4.97274, 1.39253, 0.00005)
H (-5.89590, -0.93084, -0.00007)
H (-4.33709, -2.85518, -0.00009)
H (-2.51085, 1.69462, 0.00015)
H (-2.75495, -4.39595, -0.00012)
H (-0.80086, -5.92228, -0.00019)
H (1.50228, -4.94629, -0.00012)
H (1.75425, -2.48599, 0.00003)

Atoms 1-2, force components in eV/Å:
0.419 -0.358 -0.001
0.001 -0.008 0.000

Calculated values
- Spin multiplicity: 4
- LUMO energy (alpha / beta): -0.4970 / -0.4865 Ha
- HOMO (alpha / beta): -18.85 / -18.86 eV
- Net charge: +3
- <S²>: 3.79

---

No. 6
Molecular formula: C18H15NO3
Method: DFT, ωB97M-V/def2-TZVPD

Element x y z (Å)
O (0.70055, 1.31217, -2.21076)
C (0.95533, 1.38349, -1.02990)
C (0.02289, 2.04951, -0.03733)
C (-1.44301, 1.87804, -0.45585)
C (-2.36866, 2.31757, 0.65829)
O (-2.06099, 2.47885, 1.80890)
O (-3.62009, 2.49089, 0.21734)
C (-1.74416, 0.44099, -0.77453)
C (-2.16176, -0.03730, -1.98162)
N (-2.27285, -1.39751, -1.93416)
C (-1.91920, -1.82951, -0.68882)
C (-1.86237, -3.11516, -0.16626)
C (-1.46660, -3.25374, 1.14605)
C (-1.14564, -2.13973, 1.92651)
C (-1.20170, -0.86265, 1.41627)
C (-1.58386, -0.69055, 0.08485)
C (2.19193, 0.79131, -0.46135)
C (2.74490, -0.31299, -1.10727)
C (3.88175, -0.91995, -0.60952)
C (4.49204, -0.41613, 0.52754)
C (3.96141, 0.69490, 1.16376)
C (2.81261, 1.29320, 0.68056)
H (0.26850, 3.11434, 0.00539)
H (0.16383, 1.62902, 0.95663)
H (-1.66337, 2.47093, -1.34726)
H (-4.20842, 2.72429, 0.95289)
H (-2.37776, 0.50523, -2.88113)
H (-2.54241, -1.98692, -2.70288)
H (-2.11979, -3.97300, -0.77041)
H (-1.40767, -4.23898, 1.58446)
H (-0.84977, -2.29052, 2.95431)
H (-0.97270, -0.01267, 2.04044)
H (2.25744, -0.68710, -1.99514)
H (4.29562, -1.78363, -1.10853)
H (5.38330, -0.88585, 0.91686)
H (4.44471, 1.09423, 2.04328)
H (2.41594, 2.16495, 1.17840)

Atoms 1-2, force components in eV/Å:
0.007 0.069 0.020
-0.070 0.187 0.189

Calculated values
- Energy above the lowest of the compared OMol25 structures with the same formula, charge and spin: 0.0 kJ/mol
- LUMO energy: 0.0174 Ha
- HOMO: -7.89 eV
- SMILES: O=C(C[C@H](C(=O)O)c1c[nH]c2ccccc12)c1ccccc1

---

No. 7
Molecular formula: C18H16Br2N5O7Os
Method: DFT, ωB97M-V/def2-TZVPD

Element x y z (Å)
Os (-2.46226, -0.44279, 0.56024)
Br (-4.38845, 2.66355, 4.06197)
C (-3.59964, 3.10588, 2.47301)
C (-3.39704, 4.42906, 2.10466)
C (-2.77943, 4.76394, 0.90324)
Br (-2.55026, 6.53381, 0.49380)
C (-2.31703, 3.73658, -0.01628)
C (-1.67569, 3.95878, -1.22978)
C (-1.25704, 2.86314, -1.98723)
C (-1.48578, 1.58471, -1.53468)
N (-2.14349, 1.33087, -0.37388)
C (-2.52387, 2.40870, 0.37045)
C (-3.14008, 2.06971, 1.59127)
O (-3.21932, 0.81605, 1.84264)
H (-3.71924, 5.21866, 2.77073)
H (-1.48884, 4.96613, -1.58076)
H (-0.74575, 3.00646, -2.92909)
H (-1.15196, 0.72829, -2.10338)
O (-0.23830, -2.24217, 1.01043)
C (-0.78325, -2.08469, 2.07813)
O (-1.99218, -1.39234, 2.09663)
C (-0.33297, -2.50984, 3.40004)
C (0.51571, -3.61103, 3.51311)
C (0.95961, -3.95891, 4.77005)
C (0.62739, -3.24389, 5.90774)
C (-0.20189, -2.14880, 5.74705)
C (-0.70461, -1.77225, 4.52247)
N (-0.58700, -1.34314, 6.93276)
O (-0.21734, -1.73910, 8.00573)
O (-1.24169, -0.34228, 6.71289)
N (1.83803, -5.15176, 4.90195)
O (2.18395, -5.44519, 6.01758)
O (2.10431, -5.73504, 3.87508)
H (0.83440, -4.19145, 2.65811)
H (0.99936, -3.53541, 6.88137)
H (-1.36062, -0.91728, 4.46522)
N (-5.15202, -2.99839, -0.39499)
C (-4.11706, -3.26026, -1.46714)
C (-2.68259, -3.23906, -0.96321)
N (-2.01375, -1.89872, -0.94563)
H (-6.09683, -3.03128, -0.79322)
H (-5.03389, -2.08255, 0.04944)
H (-5.11825, -3.71043, 0.34133)
H (-4.29583, -2.54341, -2.26765)
H (-4.34093, -4.25299, -1.85428)
H (-2.10778, -3.88574, -1.62788)
H (-2.59897, -3.67187, 0.03562)
H (-1.88850, -1.57984, -1.90504)
H (-1.05469, -2.07510, -0.58853)

Atoms 1-2, force components in eV/Å:
-0.313 0.004 -0.152
0.014 0.004 -0.045

Calculated values
- Energy above the lowest of the compared OMol25 structures with the same formula, charge and spin: 75.7 kJ/mol
- LUMO energy (alpha / beta): -0.4597 / -0.4596 Ha
- HOMO (alpha / beta): -17.26 / -17.26 eV
- Net charge: +3

---

No. 8
Molecular formula: C18H16BrN2O2Re
Method: DFT, ωB97M-V/def2-TZVPD

Element x y z (Å)
Re (0.37364, -0.13952, -1.02577)
Br (0.88794, -4.87972, 4.58293)
C (1.15294, -3.44602, 3.35983)
C (2.45774, -3.13032, 2.91863)
C (2.64494, -2.16202, 1.97083)
C (1.54744, -1.48932, 1.35643)
O (1.77424, -0.68372, 0.38603)
C (0.22835, -1.71362, 1.91713)
C (-0.85056, -0.83292, 1.60073)
N (-0.88656, -0.01302, 0.58233)
C (-1.74976, 1.08698, 0.48743)
C (-2.94706, 1.30558, 1.15743)
C (-3.63616, 2.50928, 0.96793)
C (-3.13556, 3.51408, 0.16463)
C (-1.90696, 3.34188, -0.51647)
C (-1.27655, 4.33078, -1.29877)
C (-0.05905, 4.05478, -1.88907)
C (0.50225, 2.79058, -1.74717)
N (-0.07186, 1.82378, -1.03087)
C (-1.24646, 2.09728, -0.38257)
C (0.07364, -2.68972, 2.91603)
H (3.30944, -3.65372, 3.33473)
H (3.63975, -1.88432, 1.64993)
H (-1.64536, -0.79493, 2.34343)
H (-3.37416, 0.54408, 1.79403)
H (-4.58016, 2.65618, 1.47483)
H (-3.67256, 4.44488, 0.04453)
H (-1.73166, 5.30338, -1.41267)
H (0.46084, 4.80108, -2.46757)
H (1.45364, 2.56038, -2.21317)
H (-0.90426, -2.86312, 3.34193)
C (1.68564, -1.19192, -3.33707)
C (1.71104, -2.33772, -2.33027)
O (0.51864, -2.28092, -1.50937)
H (2.63054, -1.14662, -3.88077)
H (1.59104, -0.19392, -2.82657)
H (0.89084, -1.32302, -4.07467)
H (2.55234, -2.22352, -1.63717)
H (1.77554, -3.31282, -2.81507)
H (-0.18786, -2.77832, -1.95667)

Atoms 1-2, force components in eV/Å:
0.776 -0.990 1.477
0.193 1.497 -1.198

Calculated values
- Spin multiplicity: 4
- LUMO energy (alpha / beta): -0.4084 / -0.4808 Ha
- HOMO (alpha / beta): -17.80 / -18.07 eV
- Net charge: +3
- <S²>: 3.78

---

Repeat the second record exactly.
Molecular formula: C18H15F6IMgN2O3
Method: DFT, ωB97M-V/def2-TZVPD

Element x y z (Å)
Mg (0.59443, -0.36243, -1.29156)
C (-3.47977, -1.27643, -2.70566)
C (-3.20867, -1.29043, -1.23566)
N (-4.22277, -1.27883, -0.41476)
C (-4.00717, -1.27063, 0.90344)
C (-2.75937, -1.29543, 1.47704)
C (-2.63237, -1.20833, 2.97894)
O (-1.65347, -0.28703, 3.41374)
C (-1.62027, -1.30343, 0.62334)
C (-0.30997, -1.36903, 1.16974)
N (0.77053, -1.14743, 0.49434)
C (2.03493, -1.21623, 1.04294)
C (2.31523, -0.99433, 2.39954)
C (3.61083, -1.02343, 2.87564)
C (4.67423, -1.24713, 2.01564)
C (4.43143, -1.46703, 0.67094)
C (3.12963, -1.45013, 0.20234)
I (2.83703, -1.86003, -1.87366)
C (-1.84387, -1.27963, -0.78706)
O (-0.90097, -1.26733, -1.64916)
H (-4.54717, -1.15973, -2.87256)
H (-3.13287, -2.20943, -3.15216)
H (-2.92227, -0.46893, -3.18366)
H (-4.90007, -1.22273, 1.51394)
H (-2.33947, -2.17663, 3.40134)
H (-3.61517, -0.94103, 3.39124)
H (-1.86077, 0.57387, 3.03174)
H (-0.23177, -1.64803, 2.22164)
H (1.51163, -0.77673, 3.08894)
H (3.79913, -0.86103, 3.92564)
H (5.68783, -1.25563, 2.38144)
H (5.24273, -1.64653, -0.01696)
C (-0.47527, 2.98407, -2.60456)
C (0.69943, 2.28447, -1.90376)
O (0.91453, 1.02957, -2.30326)
C (2.00043, 3.09047, -2.15186)
F (3.04113, 2.57057, -1.48106)
F (1.90963, 4.38157, -1.78596)
F (2.33033, 3.07287, -3.44346)
C (0.42493, 2.26007, -0.38846)
F (1.40903, 1.63887, 0.29084)
F (-0.68327, 1.52087, -0.13526)
F (0.23513, 3.44257, 0.19564)
H (-0.35297, 2.85837, -3.67716)
H (-0.49727, 4.04067, -2.35406)
H (-1.40737, 2.51217, -2.29816)

Atoms 1-2, force components in eV/Å:
0.716 -0.728 0.000
0.169 0.001 0.039

Calculated values
- LUMO energy: -0.0284 Ha
- HOMO: -8.21 eV